{
  "formula": "C32H66B2F23N7O16S2",
  "method": "the ωB97M-V functional and the def2-TZVPD basis",
  "species": ["H", "H", "C", "H", "H", "H", "F", "H", "H", "C", "F", "C", "C", "H", "H", "C", "H", "C", "C", "H", "C", "C", "S", "H", "H", "C", "H", "F", "H", "N", "H", "F", "H", "C", "H", "C", "C", "C", "F", "H", "H", "H", "H", "N", "H", "H", "H", "H", "F", "F", "F", "O", "F", "F", "H", "N", "H", "H", "F", "H", "O", "H", "H", "H", "H", "N", "H", "C", "C", "H", "C", "C", "H", "N", "H", "H", "H", "H", "F", "F", "H", "H", "H", "H", "H", "C", "B", "H", "O", "H", "O", "F", "F", "F", "C", "C", "O", "O", "F", "O", "H", "C", "H", "C", "C", "H", "S", "O", "H", "F", "O", "O", "O", "H", "F", "N", "N", "C", "O", "H", "O", "B", "F", "H", "H", "F", "C", "H", "C", "H", "H", "F", "O", "H", "C", "O", "H", "C", "C", "H", "H", "H", "H", "H", "C", "C", "F", "O"],
  "xyz": [[1.7643, -0.0244, -7.2620], [-0.1608, -1.3257, 1.6663], [-7.3508, -5.9459, -4.0157], [2.3565, 4.7770, 0.0950], [-3.1154, 1.3251, 8.6576], [7.5558, 2.0359, 1.6430], [3.6823, 1.5367, 2.6332], [0.8502, -7.3298, -1.8566], [-4.2701, -5.1101, -3.1180], [-6.9179, -4.4521, -4.4973], [-6.7713, -6.2359, -2.8283], [-4.5792, -4.1912, -3.6163], [0.1565, 3.6724, 4.6979], [2.7875, 3.7073, -2.0763], [2.2502, 4.0624, 4.1628], [-0.8571, -0.9211, 3.5319], [2.5346, 1.1802, -4.6985], [2.7990, 4.7942, -1.9944], [-0.5261, -8.9600, -2.2500], [-4.0536, 2.8566, 8.5927], [0.7744, -2.2274, -5.3597], [5.5220, 5.7444, -0.0698], [0.0109, 0.6870, -0.7347], [-0.7610, -6.9119, -2.1877], [-2.1497, 3.0186, -3.1090], [7.2298, 1.2809, 0.9276], [7.0307, 1.7688, -0.0265], [-6.9345, -6.9344, -4.7764], [-2.4173, -4.3736, -4.4565], [1.7037, 3.5284, 4.8232], [2.8616, -0.6487, -6.3422], [-1.7024, 5.3783, -0.6600], [-4.7584, -3.6077, -2.7132], [1.3557, -5.9676, 0.9015], [1.8662, 5.2755, -2.2883], [4.4618, 4.6401, -0.1594], [2.3890, 1.2431, -5.7769], [2.7639, 5.2644, 6.2980], [-4.2868, 1.1835, 2.6023], [-4.5286, 2.0051, -4.7314], [-3.3447, 0.3043, -3.1066], [-4.4409, -0.4448, -4.2793], [0.1848, -3.4187, 3.0288], [0.0025, -0.6628, 0.0855], [3.4418, 0.3154, 0.6461], [6.3834, 0.1621, 2.3765], [-0.3992, -5.4179, -0.1478], [5.2591, 1.2298, 1.7741], [3.4472, -0.4938, 3.4109], [0.5041, 5.8831, -0.6315], [1.8088, -6.7381, 1.9942], [-1.2642, -1.3196, -2.1821], [-2.9376, 2.4773, 3.7243], [1.2337, 1.8282, 1.4272], [-2.2408, -2.3701, 2.8202], [-3.7248, 1.4521, -4.9924], [3.0178, 6.1220, -0.4197], [-3.9572, 1.2357, -5.9512], [2.2155, -6.2602, -0.1013], [1.4342, 1.7568, -5.8890], [6.1754, -1.3684, 0.1303], [0.6622, -0.3717, 2.4919], [-3.1225, -2.8580, -4.8961], [0.2535, -2.4013, -4.4181], [3.4873, 5.2175, -2.7259], [0.2012, -1.2630, 2.6071], [3.4698, -1.3819, 0.8511], [-0.1689, -7.5782, -1.5604], [2.1645, 3.8851, 6.2311], [1.9097, 2.5401, 4.7917], [-2.4096, 3.4833, -4.0601], [3.9532, -0.5801, 0.2929], [-7.1789, -3.8788, -3.6078], [2.0136, -0.1029, -6.2864], [5.5166, 6.4790, 0.7354], [-2.3382, 2.9726, 8.6800], [6.4669, 5.2014, -0.0902], [-1.6034, -9.1165, -2.3050], [-4.9344, 3.0141, 3.4103], [1.6575, -4.7061, 1.2066], [0.0460, -9.7273, -1.7284], [-1.5784, 4.1333, -4.3334], [3.4230, 5.3518, 5.4343], [1.8931, 5.9097, 6.1824], [0.0743, 4.7533, 4.8123], [1.0366, -2.6769, -1.6710], [-0.5959, 5.6983, -1.3911], [-2.6991, -3.2053, -3.2088], [-1.0728, -6.2798, 1.6603], [-4.1236, 0.3559, 5.2852], [-5.5112, -4.2993, -4.7085], [-0.4125, 4.6800, -2.3178], [0.1425, 3.3140, 0.2749], [1.7726, -1.8933, -2.4482], [0.8113, -2.5270, 3.0504], [-4.5960, 1.3181, 5.0876], [0.1541, -0.0674, -4.7392], [-1.2687, -2.8421, -0.1405], [1.7794, -2.9765, -0.5879], [-0.6699, -0.3808, 4.6569], [3.7414, -0.7576, -0.7615], [-3.1253, 2.1603, 6.7825], [1.1454, -2.4177, 4.0822], [-3.1397, 2.3488, 8.2842], [5.4220, -0.5798, 0.6580], [7.8874, 0.4226, 0.7901], [-0.5859, -1.8432, -0.9786], [-1.4839, 1.9049, -5.6165], [-2.6195, -0.3592, -4.5179], [-0.7182, 6.9285, -2.0229], [-1.1983, 0.9738, -1.5337], [2.1600, 3.0713, 7.1712], [4.6493, 3.4657, -0.0168], [-0.0401, 3.4082, 3.6588], [0.6075, -3.7520, -2.4197], [5.9834, 0.5654, 1.5414], [3.0623, 5.1202, -0.5407], [-3.5253, 0.1361, -4.1683], [-4.3837, 2.1985, 6.2341], [3.2174, 1.7008, -6.3175], [-0.5138, -7.4219, -0.1510], [3.1764, 0.8322, 3.7033], [1.8627, 0.9908, 3.6928], [0.0833, -2.6672, -6.0788], [-2.4569, 3.0119, 6.6555], [-8.6819, -6.0986, -3.8878], [0.8690, -0.7522, -5.3904], [-2.5459, 1.2462, 6.6527], [-0.1733, -6.2079, 0.5685], [-3.0879, -1.2263, 3.7209], [-0.2847, 3.0452, 5.4725], [-1.0084, 1.9136, 1.5057], [1.2341, 0.8621, -1.5197], [1.6358, -2.5896, 2.3403], [-2.4577, 2.2756, -4.9952], [-5.9411, 1.0661, 5.2234], [1.7381, -2.7236, -5.2445], [-3.1309, -3.6221, -4.1187], [0.0810, 2.0549, 0.7745], [-3.3090, 4.0841, -4.1949], [-0.2759, -8.8929, -3.3088], [5.5424, 6.4166, -0.9276], [3.3586, 5.4813, 7.1853], [-2.5150, -0.9786, 2.0488], [-2.2326, -1.3046, 3.0498], [-4.1417, 1.9855, 3.7019], [3.7573, 1.2308, 4.9397], [-7.6071, -3.9713, -5.5892]],
  "forces_ev_per_a": [[-0.8, 0.0, -0.4], [-0.7, -0.6, -0.7], [0.9, 1.4, -0.6], [-0.9, -0.7, -0.1], [-0.1, 0.3, 1.0], [0.1, -0.4, 0.1], [1.4, 2.0, -1.3], [0.4, -0.1, 0.7], [-0.4, -0.8, -0.5], [-3.3, 1.0, -2.0], [-0.2, 0.4, 1.1], [2.1, 0.0, -1.3], [1.9, 0.8, -0.7], [-0.3, 0.2, 0.0], [-0.1, -0.1, -0.4], [-3.6, 2.2, 4.8], [0.3, -0.1, -0.1], [-0.9, -0.2, -0.5], [0.3, 1.3, 1.3], [-0.2, -0.2, 0.0], [0.1, -0.5, 0.8], [0.3, -0.6, -0.7], [-1.1, 3.4, -2.0], [-0.4, 0.8, 0.3], [-0.6, 0.5, 0.6], [-0.9, -1.1, 0.1], [-0.4, -0.3, 0.1], [0.3, -0.9, -1.6], [-0.3, -0.4, -0.1], [-1.0, -0.6, 2.4], [0.1, -0.9, 0.5], [-0.6, -0.1, 0.7], [-1.3, 0.8, -0.4], [-0.1, -3.0, 1.6], [-0.3, -0.6, 0.5], [0.4, 0.1, 0.4], [-1.5, 0.4, 0.4], [-0.4, -0.6, -0.5], [0.8, -0.4, 0.6], [-0.2, 0.2, 1.0], [-0.2, 0.7, -0.1], [0.2, -0.1, -0.2], [-0.6, 0.4, -0.7], [-0.8, -0.8, -2.3], [0.1, 0.1, -0.2], [-0.4, -0.3, 0.7], [0.0, 0.8, -0.4], [-0.8, 0.2, 0.5], [0.6, -1.0, 0.1], [3.1, -0.5, 2.4], [-0.6, 1.1, -1.5], [1.7, -1.7, 2.0], [3.0, 0.4, -0.2], [-0.6, 0.2, 0.3], [0.5, -0.6, 0.1], [0.9, -0.6, 0.3], [-0.2, 0.6, -0.1], [0.3, -0.7, -0.6], [0.0, -0.2, -0.4], [0.4, 0.8, 0.0], [-0.5, 2.0, 2.0], [2.0, -0.1, 0.7], [-0.6, 0.2, -0.1], [0.0, 0.0, 0.1], [0.9, 0.1, 0.8], [-1.7, 0.5, 1.2], [0.1, -0.2, 0.1], [-1.0, 0.0, -0.7], [1.6, -2.2, 4.1], [0.3, -0.9, -0.7], [-0.2, -0.9, -1.6], [-0.3, 0.8, 1.3], [0.1, 0.3, 0.9], [0.9, 0.3, 0.4], [-0.5, -0.6, 0.6], [0.4, -0.3, -0.1], [0.0, 0.2, 0.3], [0.0, -0.3, 0.7], [-0.5, 0.8, 0.1], [-0.4, 0.8, 0.5], [-0.4, -0.4, -0.3], [0.1, -0.4, -0.1], [0.0, 0.4, -0.1], [0.3, 0.6, 0.0], [-1.0, -0.2, 0.2], [-1.6, -0.6, 1.1], [-2.3, 0.8, -1.1], [0.2, 0.2, 0.0], [3.7, 1.5, -2.2], [1.4, -0.1, -0.3], [2.1, -0.2, 1.2], [0.9, -0.8, -0.9], [0.0, -1.2, 0.5], [0.0, 0.2, -0.3], [2.2, 0.0, 0.1], [-5.4, -1.1, 1.1], [1.6, 0.6, -1.3], [1.8, 2.0, -1.6], [-0.5, -0.4, -1.4], [0.5, -2.1, -4.8], [0.6, 0.0, 0.1], [1.4, 1.0, 1.5], [0.3, 0.2, -0.2], [-1.2, -0.9, 1.0], [0.2, -1.8, -3.0], [0.5, 0.6, 0.0], [-2.1, -1.7, -0.1], [-2.5, -0.1, 0.4], [-0.4, 0.1, -0.4], [-0.5, 0.6, -1.0], [1.7, 0.6, 2.3], [-0.7, 2.8, -4.4], [-0.4, 1.3, -0.2], [-0.5, -0.3, 0.4], [1.2, 1.4, 1.5], [1.4, 0.2, -1.6], [1.7, 0.4, -0.7], [-0.3, 0.1, 0.0], [1.8, 0.5, -0.7], [-0.2, -0.3, 0.0], [1.9, -1.4, -2.0], [2.0, -1.9, 1.2], [-3.2, 0.8, 0.8], [0.4, 0.1, -0.5], [0.3, 0.6, -2.1], [0.2, 0.4, 0.2], [-1.6, -0.5, 1.1], [-0.1, -0.2, -0.9], [-3.8, -0.8, 2.6], [0.5, 0.8, 0.3], [-0.2, 0.2, -0.3], [0.9, 0.1, 0.3], [0.0, 0.2, 1.0], [0.2, -0.9, 0.5], [2.9, 1.2, 0.0], [2.4, 0.4, -2.1], [0.0, -0.1, -0.6], [-1.1, -0.5, 0.7], [-0.3, -0.9, -2.9], [-0.2, -0.2, 0.9], [0.6, 0.0, 0.0], [-0.4, -0.3, -0.5], [-0.5, -0.3, 0.1], [0.3, 0.8, 0.0], [-0.1, -1.2, -0.4], [-3.6, -0.7, 1.1], [-0.3, 0.3, -0.9], [1.6, -1.6, 2.2]],
  "largest_force_ha_per_bohr": 0.1248,
  "total_energy_ha": -5988.709818,
  "e_lumo_ev": -3.32
}

=====

{
  "formula": "C32H67NO16",
  "method": "the ωB97M-V functional and the def2-TZVPD basis",
  "species": ["O", "H", "H", "H", "H", "H", "C", "H", "H", "C", "O", "C", "C", "C", "H", "O", "C", "H", "H", "H", "O", "C", "H", "C", "H", "H", "H", "H", "H", "O", "C", "H", "H", "H", "O", "C", "H", "H", "H", "H", "H", "H", "H", "O", "C", "H", "H", "C", "H", "H", "C", "H", "C", "C", "H", "H", "H", "H", "O", "C", "C", "H", "H", "H", "H", "O", "N", "H", "O", "C", "C", "C", "H", "C", "C", "H", "H", "H", "C", "C", "O", "C", "H", "H", "C", "H", "H", "H", "O", "H", "O", "H", "O", "C", "H", "H", "O", "C", "H", "H", "C", "H", "H", "O", "C", "H", "H", "H", "H", "H", "H", "C", "C", "H", "H", "H"],
  "xyz": [[-3.2419, 0.3157, 3.0335], [4.5376, -4.1624, 2.5276], [-1.3485, -0.0318, -7.4798], [-4.7657, -0.7331, -4.9543], [-4.4206, 1.7033, 2.0216], [6.3842, -7.1512, 0.6094], [1.4848, 3.0462, 0.9839], [4.6475, -6.8149, 0.4559], [3.3336, -2.2683, -3.7948], [-5.5524, -0.0684, -4.5827], [-0.3624, 1.2024, -0.6178], [6.6446, -7.2564, 4.4482], [2.5808, 3.8416, 1.2839], [-1.3914, 1.5792, -3.9036], [7.1826, -6.8445, 5.3091], [-1.7074, 5.7263, -0.3693], [-1.2582, 2.3081, 5.6316], [2.6889, 5.6927, -1.5684], [-2.9816, -1.6308, 1.2274], [-4.6586, -2.1973, 1.3132], [-5.0441, 1.2564, -4.6195], [-1.4570, 5.0436, 0.5681], [-8.8542, 2.2870, -5.0982], [0.4846, -0.9638, -4.9265], [5.2725, -7.6475, 1.9034], [3.5760, -2.7604, 0.4818], [5.9126, -2.6924, -1.4854], [-2.3188, 2.0678, 5.5095], [-3.7306, 1.1065, -0.7761], [-0.8462, 1.8089, 6.8920], [-0.4850, 1.6745, 4.4990], [-0.1985, 0.9494, -6.5480], [0.3862, 2.1440, 8.4640], [-7.1924, 2.3296, -5.7247], [4.3377, -0.9556, -0.2019], [-8.1033, 1.7294, -5.6552], [0.3916, -0.3680, -7.5961], [-2.8082, -0.4087, -0.8715], [1.3866, -0.5260, -5.3674], [-4.5195, 1.7614, 3.8019], [-0.5646, 4.6476, 2.2960], [3.7936, -5.7699, 2.4959], [-0.5897, 0.5870, 4.5333], [0.8887, 2.0465, 4.5187], [4.9844, -3.1234, -1.0976], [-8.4844, 1.5378, -6.6645], [5.2650, -2.4046, 0.8872], [5.4855, -6.8765, 1.1589], [-5.1745, -0.4346, 2.9830], [4.4426, -1.2737, -2.8265], [2.3593, 4.9492, -0.8563], [5.1926, -4.1495, -0.7800], [5.1598, -5.4375, 4.1199], [0.0056, 2.6877, 7.6013], [0.6989, 4.3012, -2.0776], [0.8480, 3.0164, 6.9869], [5.0723, -2.6312, -3.8011], [2.7256, 1.4706, 5.1575], [-1.5841, 3.0823, -0.6458], [-0.3780, 2.3851, -0.4993], [-3.8538, 1.5892, 2.9485], [-0.9079, 2.0172, 3.5475], [-0.7734, -0.6530, -3.2124], [2.9840, 0.4424, -0.7796], [-2.0008, 1.0051, -4.6055], [-4.4258, -0.3741, 0.4337], [-0.9050, 5.4454, 1.7712], [-6.4569, 1.9692, -3.2642], [-0.0383, 1.1672, -3.8756], [-0.4139, -0.0548, -6.9223], [4.5083, -2.3317, 0.0992], [-5.3847, 2.0119, -3.4708], [-5.7853, -0.3622, -3.5545], [2.9868, -0.5774, -0.3973], [4.2356, -2.2858, -3.1841], [4.3941, -5.0258, 4.7847], [-5.0988, 3.0462, -3.6552], [1.3822, 0.6665, 5.9969], [-4.1441, -0.7586, 2.8076], [-3.3343, 0.2752, -0.1968], [5.7297, -5.6207, 1.7653], [0.1272, -0.2226, -3.6614], [0.7046, -2.0026, -4.6582], [2.4325, -0.5987, 0.5477], [4.7255, -5.2290, 2.6876], [-6.5395, 0.0772, -6.4823], [-0.1064, 6.0425, 1.5819], [-3.0599, 2.3349, 2.9657], [3.9936, -3.1752, -2.1119], [3.8688, 5.4138, 0.5887], [-0.5765, -0.9802, -5.8655], [1.1146, 2.2975, 1.6738], [-1.8136, 3.6781, 0.6387], [1.7364, 1.0336, 5.0310], [-1.1508, 3.3975, 5.5953], [0.9485, -0.3419, -2.9467], [-7.8780, 0.5177, -4.9620], [1.2463, 4.1698, -1.1541], [-3.9077, -1.5450, 3.5311], [-1.8248, 1.4933, -2.9006], [0.8220, 3.2201, -0.2293], [7.1712, -6.9798, 3.5313], [-7.0677, -1.2786, -5.4718], [5.3014, -6.8125, 4.4329], [-6.7754, -0.2241, -5.4567], [1.8083, 0.1939, 4.3312], [6.6263, -8.3413, 4.5340], [6.0955, -4.9011, 4.3067], [2.4861, -1.2296, -1.1178], [-4.8364, 1.6460, -2.5972], [-1.4112, 2.6258, -4.2056], [3.0175, 4.7866, 0.3591], [-4.0150, -1.3170, 1.4073], [3.0778, 3.7274, 2.2378], [-0.5454, 3.5662, 7.9542], [-2.6264, 0.6636, 0.5355]],
  "forces_ev_per_a": [[0.0, 0.0, 0.0], [0.0, 0.0, 0.0], [0.0, 0.0, 0.0], [0.0, 0.0, 0.0], [0.0, 0.0, 0.0], [0.0, 0.0, 0.0], [0.0, 0.0, -0.2], [0.0, 0.0, 0.0], [0.0, 0.0, 0.0], [0.2, 0.0, -0.1], [-0.2, -0.1, -0.2], [0.0, 0.0, 0.0], [-0.1, 0.0, -0.1], [-0.1, 0.1, 0.1], [0.0, 0.0, 0.0], [0.3, 0.0, -0.3], [-0.1, -0.1, 0.1], [0.1, 0.0, 0.0], [0.0, 0.0, 0.0], [0.0, 0.0, 0.0], [-0.1, 0.0, 0.0], [-0.4, 0.2, 0.2], [0.0, 0.0, 0.0], [-0.1, -0.2, 0.0], [0.0, 0.0, 0.0], [0.0, 0.0, 0.0], [0.0, 0.0, 0.0], [0.0, 0.0, 0.0], [0.0, 0.0, 0.0], [0.1, 0.0, 0.0], [0.1, 0.1, -0.2], [0.0, 0.0, 0.0], [0.0, 0.0, 0.0], [0.0, 0.0, 0.0], [-0.1, 0.0, -0.1], [0.0, 0.0, 0.0], [0.0, 0.0, 0.0], [0.0, 0.0, 0.0], [0.0, 0.0, 0.0], [0.0, 0.0, 0.0], [-0.1, 0.0, 0.1], [0.0, 0.0, 0.0], [0.0, 0.0, 0.0], [0.0, 0.0, 0.0], [-0.1, -0.1, 0.0], [0.0, 0.0, 0.0], [0.0, 0.0, 0.0], [0.0, 0.0, 0.0], [0.0, 0.0, 0.0], [0.0, 0.0, 0.0], [-0.2, -0.2, 0.1], [0.0, 0.0, 0.0], [-0.1, -0.1, 0.1], [0.0, 0.0, 0.0], [0.0, 0.0, 0.0], [0.0, 0.0, 0.0], [0.0, 0.0, 0.0], [0.0, 0.0, 0.0], [-0.6, -0.1, 0.0], [0.5, -0.2, 0.1], [0.0, 0.0, 0.0], [0.0, -0.1, 0.0], [0.0, 0.0, 0.0], [0.0, 0.0, 0.0], [0.1, -0.1, 0.0], [0.1, 0.0, 0.0], [0.5, -0.7, -0.3], [0.0, 0.0, 0.0], [0.0, 0.0, -0.2], [0.0, 0.0, 0.0], [0.2, 0.1, 0.1], [0.0, 0.0, 0.0], [0.0, 0.0, 0.0], [0.0, 0.0, 0.0], [-0.1, 0.0, 0.0], [0.0, 0.0, 0.0], [0.0, 0.0, 0.0], [0.0, 0.0, 0.0], [0.1, -0.1, 0.1], [0.0, 0.0, 0.0], [0.0, 0.0, 0.0], [0.1, 0.1, 0.2], [0.0, 0.0, 0.0], [0.0, 0.0, 0.0], [0.1, 0.2, -0.1], [0.0, 0.0, 0.0], [-0.3, 0.4, 0.1], [0.0, 0.0, 0.0], [0.0, 0.0, 0.0], [0.0, 0.0, 0.0], [0.0, 0.1, 0.0], [0.1, 0.0, 0.1], [0.5, 0.2, 0.0], [0.0, 0.1, 0.0], [0.0, 0.0, 0.0], [0.0, -0.1, 0.0], [0.0, 0.0, 0.0], [0.0, 0.0, 0.3], [0.0, 0.0, 0.0], [-0.1, 0.0, -0.1], [-0.1, 0.2, 0.2], [0.0, 0.0, 0.0], [0.0, 0.0, 0.0], [0.0, 0.0, -0.1], [-0.1, -0.1, 0.1], [0.0, 0.0, 0.0], [0.0, 0.0, 0.0], [0.0, 0.0, 0.0], [0.0, 0.0, 0.0], [-0.1, 0.0, 0.0], [0.0, 0.0, 0.0], [-0.1, 0.0, 0.0], [-0.1, 0.0, 0.0], [0.0, 0.0, 0.0], [0.0, 0.0, 0.0], [0.0, 0.0, 0.0]],
  "largest_force_ha_per_bohr": 0.0172,
  "total_energy_ha": -2517.735966,
  "e_lumo_ev": 0.18,
  "smiles": "NC(=O)OOC(=O)c1ccccc1.COCCOC.COCCOC.COCCOC.COCCOC.COCCOC.COCCOC"
}

=====

Frontier orbital gap? In order: 0.048, 0.340 Ha.
E_HOMO? In order: -4.64, -9.07 eV.